Entry 1:
Molecular formula: C6H28O10
Method: DFT, wB97M-V/def2-TZVPD

## Properties
Electronic energy, eV: -27149.5948
F_max, hartree/bohr: 0.0501
HOMO, eV: -10.18
SMILES: OCCO.OCCO.CO.CO.O.O.O.O
Orbital gap, eV: 10.5
LUMO energy, eV: 0.3
Charge: 0
ΔE to the lowest compared entry with this formula, charge and spin, kJ/mol: 421.4

The geometry in XYZ format:
```
44
Properties=species:S:1:pos:R:3:mulliken_charge:R:1
O 0.762 3.085 2.422 -0.614
C 1.169 1.730 2.605 0.306
C 2.516 1.437 1.922 -0.121
O 3.103 0.185 2.158 -0.558
H 0.779 3.342 1.446 0.375
H 1.231 1.575 3.700 0.312
H 0.324 1.073 2.241 -0.335
H 3.236 2.103 2.298 0.442
H 2.378 1.711 0.868 -0.065
H 2.528 -0.488 1.727 0.315
O -2.833 -4.336 -0.214 -0.547
C -2.868 -2.994 -0.678 -0.290
C -1.867 -2.679 -1.682 -0.056
O -0.572 -3.173 -1.214 -0.622
H -1.900 -4.508 -0.087 0.320
H -3.918 -2.916 -1.079 0.300
H -2.669 -2.259 0.127 0.040
H -1.758 -1.605 -1.779 0.034
H -2.071 -3.138 -2.647 0.438
H -0.081 -3.432 -1.990 0.276
C -2.161 0.798 2.771 -0.501
O -1.828 1.548 1.607 -0.544
H -3.201 1.103 3.023 0.271
H -2.255 -0.257 2.459 0.211
H -1.494 0.911 3.662 0.252
H -1.253 2.299 1.819 0.342
C 2.534 0.444 -2.666 -0.737
O 2.174 0.607 -1.321 -0.524
H 3.592 0.491 -2.848 0.281
H 2.080 -0.471 -3.080 0.244
H 2.048 1.324 -3.152 0.288
H 2.509 -0.148 -0.822 0.263
O -1.457 1.772 -2.205 -0.707
H -1.657 1.071 -1.587 0.363
H -2.141 2.376 -1.962 0.313
O 0.550 2.803 -0.727 -0.656
H -0.225 2.610 -1.234 0.387
H 1.139 2.014 -0.816 0.272
O 1.878 -2.074 -1.047 -0.693
H 0.918 -1.868 -0.999 0.473
H 1.908 -2.877 -0.525 0.274
O -0.521 -0.075 -0.340 -0.283
H 0.205 0.514 -0.666 0.069
H -0.828 0.374 0.514 0.394
```



Entry 2:
Molecular formula: C5H29NO11
Method: DFT, wB97M-V/def2-TZVPD

## Properties
Electronic energy, eV: -29670.7624
F_max, hartree/bohr: 0.0327
HOMO, eV: -10.61
SMILES: CC(=O)N[C@H](C)CO.O.O.O.O.O.O.O.O.O
Orbital gap, eV: 10.9
LUMO energy, eV: 0.2
Charge: 0
ΔE to the lowest compared entry with this formula, charge and spin, kJ/mol: 54.7

The geometry in XYZ format:
```
46
Properties=species:S:1:pos:R:3:mulliken_charge:R:1
C -0.020 -1.033 2.141 -1.211
C -0.176 -0.004 1.086 0.692
O 0.772 0.771 0.795 -1.058
N -1.377 0.197 0.529 0.191
C -1.599 1.260 -0.477 1.207
C -1.876 2.569 0.262 -1.730
C -2.817 0.891 -1.342 -1.122
O -2.630 -0.275 -2.094 -0.499
H 0.995 -1.108 2.476 0.334
H -0.248 -2.056 1.767 0.377
H -0.678 -0.867 2.990 0.330
H -2.093 -0.514 0.580 0.344
H -0.728 1.334 -1.117 -0.101
H -1.018 2.868 0.883 0.386
H -2.752 2.537 0.878 0.380
H -2.022 3.388 -0.440 0.434
H -3.115 1.699 -1.997 0.388
H -3.739 0.704 -0.750 0.359
H -1.848 -0.255 -2.674 0.433
O 0.471 -2.186 -1.694 -0.652
H 0.323 -2.372 -2.621 0.276
H 0.890 -1.280 -1.652 0.398
O 0.318 -4.315 0.514 -0.684
H 0.755 -3.795 -0.172 0.303
H -0.621 -4.181 0.320 0.377
O -0.686 2.298 3.660 -0.682
H -1.028 1.800 2.913 0.281
H 0.281 2.268 3.535 0.429
O 1.445 0.415 -1.760 -0.745
H 1.146 0.724 -0.843 0.147
H 2.411 0.210 -1.752 0.294
O 3.318 -0.139 1.335 -0.770
H 2.408 0.138 1.176 0.576
H 3.579 0.393 2.095 0.322
O -0.409 -0.133 -3.639 -0.659
H 0.313 0.160 -3.034 0.377
H -0.457 0.613 -4.243 0.307
O 4.025 -0.197 -1.261 -0.754
H 3.868 -0.155 -0.296 0.403
H 4.305 -1.104 -1.416 0.332
O -1.814 -2.842 -0.406 -0.708
H -1.024 -2.525 -0.923 0.411
H -2.556 -2.576 -0.956 0.303
O 1.936 2.084 2.880 -0.769
H 2.215 2.971 2.628 0.302
H 1.554 1.621 2.115 0.451
```



Entry 3:
Molecular formula: C31H49FKN13O3
Method: DFT, wB97M-V/def2-TZVPD

## Properties
Electronic energy, eV: -77498.7717
F_max, hartree/bohr: 0.0086
HOMO, eV: -7.02
Orbital gap, eV: 5.9
LUMO energy, eV: -1.2
Charge: 0
ΔE to the lowest compared entry with this formula, charge and spin, kJ/mol: 150.3

The geometry in XYZ format:
```
98
Properties=species:S:1:pos:R:3:mulliken_charge:R:1
K 0.456 0.413 -0.348 1.087
N 0.448 -2.346 -0.565 -0.139
C -0.837 -2.949 -0.265 -1.023
C -1.249 -2.618 1.165 -1.218
N -1.457 -1.195 1.459 1.244
C -0.940 -0.906 2.799 -0.181
C -0.968 0.554 3.226 -1.074
N -0.115 1.389 2.381 -0.290
C -2.861 -0.811 1.354 -0.942
C -3.510 -1.055 0.000 -1.026
N -2.763 -0.421 -1.077 -0.137
H 0.773 -2.556 -1.498 0.222
H 1.174 -2.575 0.112 0.184
H -0.844 -4.049 -0.346 0.338
H -1.568 -2.559 -0.972 0.437
H -0.452 -2.979 1.821 0.647
H -2.150 -3.197 1.427 0.358
H 0.100 -1.238 2.819 -0.238
H -1.493 -1.491 3.559 0.332
H -0.567 0.580 4.242 0.501
H -1.999 0.921 3.294 0.407
H 0.022 2.289 2.826 0.251
H -0.598 1.612 1.514 -0.023
H -2.939 0.257 1.566 0.389
H -3.462 -1.340 2.118 0.277
H -4.543 -0.690 0.091 0.480
H -3.581 -2.131 -0.193 0.379
H -2.456 0.507 -0.800 -0.017
H -3.339 -0.303 -1.901 0.239
C 3.429 2.066 -7.977 -1.042
C 3.045 2.927 -6.783 -0.937
N 2.299 2.185 -5.775 0.287
C 2.936 1.779 -4.637 -0.230
C 2.374 1.129 -3.591 -0.312
C 3.255 1.016 -2.326 0.154
O 4.469 0.889 -2.529 -0.765
O 2.636 1.160 -1.248 -0.747
C 0.989 0.733 -3.698 1.178
O 0.302 0.194 -2.836 -0.810
C 0.339 1.065 -4.991 0.377
C -0.995 0.697 -5.160 -0.642
C -1.702 1.174 -6.224 1.006
F -3.018 0.867 -6.355 -0.392
C -1.130 2.058 -7.137 -2.186
C 0.206 2.374 -7.013 -0.434
C 0.966 1.872 -5.947 0.393
N -1.910 2.781 -8.098 0.437
C -2.612 3.939 -7.531 0.087
C -2.658 5.001 -8.632 -0.989
N -2.507 4.272 -9.946 -0.116
C -3.384 3.057 -9.979 -0.626
C -2.805 2.041 -8.973 -0.474
H 3.983 2.654 -8.710 0.385
H 2.546 1.651 -8.463 0.289
H 4.058 1.235 -7.657 0.335
H 2.460 3.795 -7.095 0.378
H 3.934 3.319 -6.293 0.449
H 3.985 2.037 -4.564 0.470
H -1.463 0.092 -4.393 0.533
H 0.631 3.049 -7.741 0.261
H -2.102 4.295 -6.633 0.174
H -3.623 3.671 -7.203 0.322
H -1.831 5.706 -8.567 0.428
H -3.600 5.546 -8.666 0.359
H -1.540 3.934 -9.961 0.405
H -2.672 4.887 -10.740 0.282
H -3.412 2.674 -10.997 0.375
H -4.381 3.392 -9.699 0.336
H -2.236 1.266 -9.488 0.455
H -3.638 1.564 -8.449 0.347
N -1.434 3.879 -4.606 -0.521
C -1.439 3.955 -3.442 0.394
N -1.461 4.166 -2.162 -0.863
C -1.495 3.226 -1.268 0.360
N -1.549 2.420 -0.427 -0.629
C 3.796 -5.485 3.955 -0.631
C 2.503 -5.512 3.166 -0.721
N 2.596 -4.519 2.114 -0.238
C 3.022 -3.223 2.389 -0.098
N 2.570 -2.281 1.655 0.050
C 3.066 -0.921 1.833 -0.244
C 4.398 -0.865 2.564 -0.791
C 4.320 -1.750 3.791 -0.750
N 3.972 -3.105 3.393 0.130
C 4.019 -4.077 4.471 -0.658
H 4.623 -5.773 3.303 0.312
H 3.754 -6.184 4.792 0.373
H 1.655 -5.325 3.843 0.315
H 2.346 -6.488 2.705 0.401
H 1.842 -4.504 1.444 0.251
H 2.315 -0.347 2.389 0.112
H 3.160 -0.428 0.863 0.089
H 4.632 0.161 2.851 0.423
H 5.198 -1.220 1.910 0.290
H 3.576 -1.352 4.497 0.309
H 5.278 -1.795 4.315 0.413
H 3.262 -3.841 5.237 0.315
H 4.995 -3.991 4.952 0.343
```



Entry 4:
Molecular formula: C22H44Cl4O18
Method: DFT, wB97M-V/def2-TZVPD

## Properties
Electronic energy, eV: -110470.7394
F_max, hartree/bohr: 0.0619
HOMO, eV: -10.90
SMILES: COC(=O)OC.COC(=O)OC.COC(=O)OC.COC(=O)OC.COC(=O)OC.COC(=O)OC.ClCCCl.ClCCCl
Orbital gap, eV: 11.2
LUMO energy, eV: 0.3
Charge: 0

The geometry in XYZ format:
```
88
Properties=species:S:1:pos:R:3:mulliken_charge:R:1
C -3.042 -0.844 2.492 -0.560
O -2.849 -2.077 3.218 -0.311
C -2.582 -1.933 4.562 0.755
O -2.520 -0.921 5.216 -0.556
O -2.363 -3.153 5.104 -0.341
C -2.214 -4.342 4.312 -0.249
H -4.070 -0.467 2.483 0.317
H -2.746 -1.074 1.478 0.098
H -2.441 -0.022 2.917 0.329
H -1.484 -4.250 3.526 -0.151
H -3.149 -4.640 3.885 0.360
H -1.767 -5.155 4.874 0.299
C 1.229 6.704 3.052 -0.583
O 0.119 6.293 2.297 -0.337
C 0.349 5.968 1.013 0.844
O 1.427 5.852 0.475 -0.562
O -0.843 5.735 0.413 -0.357
C -0.886 5.463 -0.970 -0.333
H 1.721 7.578 2.626 0.302
H 1.940 5.902 3.216 0.229
H 0.794 6.969 4.012 0.242
H -1.893 5.149 -1.277 0.187
H -0.140 4.685 -1.163 0.051
H -0.580 6.327 -1.540 0.328
C 0.386 -4.356 1.265 -0.528
O 0.831 -3.942 2.572 -0.179
C 1.403 -4.999 3.324 0.721
O 1.483 -6.118 2.934 -0.518
O 1.779 -4.555 4.553 -0.353
C 1.786 -3.152 4.864 -0.465
H -0.575 -4.876 1.322 0.279
H 1.151 -4.955 0.770 0.385
H 0.187 -3.417 0.734 -0.042
H 0.935 -2.658 4.390 0.161
H 2.662 -2.614 4.551 0.291
H 1.710 -3.143 5.943 0.253
C -2.978 -6.032 -4.174 -0.586
O -2.032 -6.398 -3.206 -0.339
C -0.748 -5.898 -3.253 0.789
O 0.193 -6.360 -2.662 -0.528
O -0.710 -4.781 -4.103 -0.332
C 0.614 -4.117 -4.273 -0.368
H -3.984 -6.183 -3.824 0.251
H -2.929 -6.747 -4.978 0.265
H -2.766 -5.012 -4.512 0.293
H 0.545 -3.407 -5.078 0.253
H 1.363 -4.849 -4.572 0.308
H 0.828 -3.600 -3.322 0.024
C 0.619 0.920 -5.290 -0.459
O 1.657 1.172 -4.355 -0.362
C 1.577 2.242 -3.589 0.904
O 0.615 2.990 -3.508 -0.585
O 2.774 2.399 -2.919 -0.402
C 2.814 3.531 -2.112 -0.516
H 0.724 -0.062 -5.777 0.173
H 0.679 1.622 -6.117 0.307
H -0.291 1.051 -4.703 0.173
H 2.462 3.339 -1.084 0.055
H 2.472 4.389 -2.677 0.371
H 3.859 3.724 -2.017 0.375
C 2.362 2.997 1.650 -0.734
O 3.369 2.059 1.819 -0.254
C 4.348 2.333 2.693 0.712
O 4.436 3.225 3.487 -0.556
O 5.294 1.347 2.555 -0.341
C 6.447 1.377 3.410 -0.674
H 1.649 2.634 0.923 0.149
H 2.781 3.952 1.348 0.350
H 1.708 3.155 2.503 0.477
H 6.267 2.080 4.217 0.329
H 7.351 1.719 2.891 0.250
H 6.637 0.420 3.879 0.255
Cl -4.647 -0.065 -1.706 -0.168
C -5.394 1.400 -2.432 -0.505
C -5.216 1.462 -3.872 -0.446
Cl -3.557 1.853 -4.361 -0.139
H -5.023 2.309 -1.972 0.263
H -6.390 1.460 -2.034 0.391
H -5.837 2.271 -4.237 0.310
H -5.455 0.568 -4.448 0.303
Cl 0.198 -1.410 -2.061 -0.159
C -0.131 -0.299 -0.752 0.058
C -0.904 0.924 -1.207 0.409
Cl -1.543 1.831 0.247 -0.212
H 0.808 0.062 -0.310 0.177
H -0.589 -0.958 -0.024 -0.095
H -1.817 0.798 -1.785 0.187
H -0.255 1.601 -1.755 -0.411
```



Entry 5:
Molecular formula: C5H6N
Method: DFT, wB97M-V/def2-TZVPD

## Properties
Electronic energy, eV: -6757.0418
F_max, hartree/bohr: 0.1056
HOMO (spin up / spin down), eV: -13.51 / -13.51
SMILES: C=C=C1[C@H]2[NH2+][C@@H]12
Orbital gap (spin up / spin down), eV: 9.1 / 9.1
LUMO energy (spin up / spin down), eV: -4.4 / -4.4
Charge: +1
ΔE to the lowest compared entry with this formula, charge and spin, kJ/mol: 785.0

The geometry in XYZ format:
```
12
Properties=species:S:1:pos:R:3:mulliken_charge:R:1
C -0.998 1.159 1.984 -0.426
C 0.084 0.428 2.082 -0.160
C 0.532 -0.387 1.110 0.156
C 1.389 -0.369 0.028 -0.027
N 0.519 -1.010 -0.866 -0.128
C -0.065 0.105 -0.139 -0.393
H -1.815 0.841 2.572 0.326
H -0.676 2.289 1.976 0.281
H 2.368 0.049 -0.195 0.392
H 0.647 -1.178 -1.851 0.278
H 0.200 -1.923 -0.454 0.351
H -0.107 1.004 -0.689 0.349
```



Entry 6:
Molecular formula: C4H6OS
Method: DFT, wB97M-V/def2-TZVPD

## Properties
Electronic energy, eV: -17125.0133
F_max, hartree/bohr: 0.1166
HOMO, eV: -8.54
Orbital gap, eV: 9.3
LUMO energy, eV: 0.8
Charge: 0
ΔE to the lowest compared entry with this formula, charge and spin, kJ/mol: 300.7

The geometry in XYZ format:
```
12
Properties=species:S:1:pos:R:3:mulliken_charge:R:1
C 2.310 0.792 -0.879 0.258
C 0.555 0.241 -1.366 -0.767
C 0.399 0.684 0.176 0.403
C -0.265 -0.409 0.980 -1.079
O 1.816 1.065 0.314 -0.322
S 3.758 0.839 -1.548 -0.308
H 0.104 0.806 -2.155 0.290
H 0.491 -0.686 -1.776 0.336
H -0.085 1.673 0.089 0.287
H -0.098 -0.036 2.072 0.271
H 0.248 -1.448 0.914 0.286
H -1.345 -0.535 0.866 0.344
```



Entry 7:
Molecular formula: C5H10O
Method: DFT, wB97M-V/def2-TZVPD

## Properties
Electronic energy, eV: -7392.2122
F_max, hartree/bohr: 0.0334
HOMO, eV: -9.54
SMILES: C[C@@H]1[C@H](C)[C@@H]1O
Orbital gap, eV: 10.4
LUMO energy, eV: 0.9
Charge: 0
ΔE to the lowest compared entry with this formula, charge and spin, kJ/mol: 246.3

The geometry in XYZ format:
```
16
Properties=species:S:1:pos:R:3:mulliken_charge:R:1
C 1.684 -0.387 0.303 -1.325
C 0.405 -0.173 1.067 0.073
C -0.930 -0.524 0.386 -0.138
C -0.992 -0.445 -1.330 -1.177
C -0.637 0.879 0.783 -0.263
O -0.589 1.720 -0.331 -0.576
H 2.455 0.352 0.545 0.297
H 2.093 -1.383 0.518 0.346
H 1.478 -0.358 -0.768 0.310
H 0.540 -0.334 2.150 0.362
H -1.593 -1.132 1.051 0.323
H -0.282 0.161 -1.965 0.323
H -1.953 -0.031 -1.694 0.329
H -0.851 -1.456 -1.676 0.376
H -1.117 1.394 1.609 0.386
H 0.312 1.749 -0.658 0.354
```



Entry 8:
Molecular formula: C4H6O2
Method: DFT, wB97M-V/def2-TZVPD

## Properties
Electronic energy, eV: -8337.3379
F_max, hartree/bohr: 0.0174
HOMO, eV: -9.41
SMILES: O=C[C@H]1C[C@@H]1O
Orbital gap, eV: 10.3
LUMO energy, eV: 0.9
Charge: 0
ΔE to the lowest compared entry with this formula, charge and spin, kJ/mol: 301.3

The geometry in XYZ format:
```
12
Properties=species:S:1:pos:R:3:mulliken_charge:R:1
O -0.549 1.487 -1.505 -0.609
C -1.036 0.595 -0.814 -0.165
C -0.521 0.505 0.545 -0.123
C 0.075 -0.648 1.277 -0.439
C 0.509 -0.598 -0.131 0.034
O 1.679 -0.110 -0.626 -0.527
H -1.759 -0.135 -1.216 0.400
H -0.159 1.492 0.845 0.221
H -0.530 -1.487 1.589 0.260
H 0.840 -0.328 1.977 0.240
H 0.052 -1.401 -0.729 0.324
H 1.399 0.627 -1.212 0.383
```